This record from the OMol25 dataset describes a 9-piece molecular cluster, C35H68F4O20S9 overall. The level of theory is ωB97M-V/def2-TZVPD.

The calculation puts the relative energy (zero: lowest compared OMol25 entry of this formula, charge and spin) at 0.0 kcal per mole. The frontier orbital gap comes out at 9.92 eV. Its total energy is -186727.67956 eV.

Structure (ORCA input):
```
! wB97M-V def2-TZVPD RIJCOSX def2/J DEFGRID3
* xyz 0 1
O -2.210 6.158 5.054
S -1.606 4.970 4.528
O -0.558 5.550 3.312
F -0.966 4.893 2.141
O -0.466 4.473 5.574
C -0.528 3.060 5.832
C -0.295 2.182 4.601
O 0.998 2.265 4.070
C -0.556 0.710 5.014
F -1.894 0.486 4.834
F 0.074 -0.159 4.231
F -0.316 0.455 6.318
H -1.458 2.772 6.335
H 0.276 2.839 6.540
H -0.993 2.377 3.781
H 1.637 2.556 4.732
C -5.784 -2.304 2.401
C -5.771 -2.445 3.928
C -4.974 -1.261 4.490
S -5.159 0.074 3.305
O -3.873 0.351 2.717
O -5.970 1.119 3.879
C -6.133 -0.845 2.119
H -6.497 -2.982 1.943
H -4.794 -2.535 2.002
H -6.796 -2.414 4.305
H -5.336 -3.393 4.240
H -5.351 -0.934 5.456
H -3.913 -1.493 4.565
H -5.878 -0.526 1.111
H -7.185 -0.641 2.322
C -4.979 -5.662 -1.996
C -5.861 -6.830 -1.535
C -5.448 -7.178 -0.099
S -4.814 -5.658 0.622
O -3.410 -5.819 0.895
O -5.725 -5.182 1.633
C -4.989 -4.656 -0.850
H -5.346 -5.217 -2.919
H -3.960 -6.014 -2.172
H -6.909 -6.525 -1.553
H -5.761 -7.694 -2.191
H -6.289 -7.528 0.495
H -4.647 -7.915 -0.079
H -4.177 -3.934 -0.899
H -5.948 -4.140 -0.786
C 0.876 -6.306 2.221
C 1.692 -5.009 2.306
C 2.032 -4.589 0.871
S 0.716 -5.240 -0.166
O 1.274 -6.241 -1.047
O -0.080 -4.148 -0.674
C -0.175 -6.066 1.142
H 0.417 -6.558 3.176
H 1.524 -7.130 1.934
H 1.094 -4.230 2.785
H 2.595 -5.139 2.900
H 2.072 -3.508 0.758
H 2.969 -5.031 0.535
H -0.619 -6.982 0.760
H -0.955 -5.390 1.489
C 1.811 1.294 -1.612
C 0.321 1.268 -1.253
C 0.205 0.789 0.200
S 1.734 1.280 1.011
O 2.459 0.090 1.392
O 1.458 2.326 1.965
C 2.507 1.978 -0.445
H 1.992 1.819 -2.545
H 2.181 0.271 -1.722
H -0.092 2.276 -1.342
H -0.244 0.623 -1.925
H -0.634 1.249 0.717
H 0.127 -0.296 0.261
H 3.580 1.797 -0.415
H 2.307 3.050 -0.442
C 1.418 -11.582 1.106
C 2.468 -11.203 0.054
C 3.163 -9.925 0.537
S 3.066 -9.951 2.333
O 2.232 -8.853 2.762
O 4.378 -10.163 2.885
C 2.119 -11.464 2.456
H 1.028 -12.586 0.946
H 0.581 -10.882 1.059
H 3.200 -12.009 -0.036
H 2.021 -11.057 -0.929
H 4.208 -9.890 0.241
H 2.649 -9.030 0.187
H 1.433 -11.399 3.297
H 2.824 -12.282 2.609
C 2.669 6.249 -5.603
C 2.656 6.862 -4.201
C 2.130 5.796 -3.237
S 2.563 4.215 -3.959
O 1.344 3.520 -4.314
O 3.588 3.584 -3.159
C 3.303 4.870 -5.446
H 3.225 6.864 -6.309
H 1.647 6.150 -5.974
H 3.670 7.141 -3.917
H 2.048 7.755 -4.161
H 2.588 5.878 -2.254
H 1.046 5.836 -3.144
H 3.101 4.202 -6.281
H 4.377 4.944 -5.273
C 5.862 5.479 0.490
C 6.780 6.708 0.531
C 7.152 7.053 -0.917
S 5.787 6.476 -1.934
O 6.258 5.409 -2.778
O 5.075 7.613 -2.467
C 4.833 5.765 -0.598
H 5.384 5.298 1.451
H 6.444 4.592 0.229
H 6.245 7.546 0.983
H 7.670 6.527 1.132
H 7.276 8.123 -1.062
H 8.050 6.528 -1.237
H 4.318 4.873 -0.953
H 4.111 6.514 -0.271
C -3.041 7.677 -5.708
C -3.015 6.361 -4.918
C -1.591 6.178 -4.376
S -0.917 7.834 -4.180
O 0.177 7.997 -5.106
O -0.774 8.129 -2.778
C -2.337 8.705 -4.828
H -4.058 7.986 -5.946
H -2.496 7.554 -6.647
H -3.720 6.422 -4.087
H -3.310 5.514 -5.535
H -1.584 5.674 -3.413
H -0.958 5.640 -5.081
H -2.009 9.588 -5.371
H -2.961 8.995 -3.982
*
```

Results of the Löwdin charge analysis, in e, for atoms 1 through 5:
1. O -0.36
2. S 0.99
3. O -0.22
4. F -0.11
5. O -0.30



This record from the OMol25 dataset describes a single C4H8O2 molecule. The level of theory is ωB97M-V/def2-TZVPD.

The calculation puts the relative energy (zero: lowest compared OMol25 entry of this formula, charge and spin) at 46.7 kcal per mole. The frontier orbital gap comes out at 10.01 eV. The structure (SMILES) is CCC(=O)CO. Its total energy is -8371.25685 eV.

Structure (ORCA input):
```
! wB97M-V def2-TZVPD RIJCOSX def2/J DEFGRID3
* xyz 0 1
C 1.408 1.064 -0.906
C 0.532 0.636 0.294
C -1.256 -1.141 0.419
O -1.995 -0.240 1.215
C 0.171 -0.780 0.144
O 1.001 -1.601 -0.195
H 2.444 0.758 -0.793
H 1.360 2.133 -1.156
H 1.041 0.518 -1.792
H -0.250 1.352 0.554
H -1.624 -1.187 -0.614
H -1.278 -2.131 0.866
H -2.411 0.416 0.643
H 0.858 0.204 1.321
*
```

Results of the natural (NBO) charge analysis, in e, for atoms 1 through 5:
1. C -0.61
2. C -0.51
3. C -0.17
4. O -0.71
5. C 0.54



This record from the OMol25 dataset describes a single C17H19N7O3 molecule. The level of theory is ωB97M-V/def2-TZVPD.

The calculation puts the relative energy (zero: lowest compared OMol25 entry of this formula, charge and spin) at 0.0 kcal per mole. The frontier orbital gap comes out at 7.13 eV. The structure (SMILES) is CCOC(=O)c1nnn(-c2nonc2N)c1CN1CCc2ccccc2C1. Its total energy is -34493.11301 eV.

Structure (ORCA input):
```
! wB97M-V def2-TZVPD RIJCOSX def2/J DEFGRID3
* xyz 0 1
C 5.458 -1.171 -1.182
C 5.010 -0.765 0.080
H 5.268 0.376 0.291
H 5.303 -1.420 0.861
O 3.458 -1.064 -0.104
C 2.727 -0.620 1.219
O 3.243 -0.250 2.322
C 1.307 -0.693 0.902
C 0.482 -0.838 -0.206
N -0.676 -1.065 0.396
C -1.978 -1.063 -0.192
N -2.213 -1.442 -1.572
O -3.399 -1.910 -1.741
N -4.076 -1.495 -0.424
C -3.218 -1.308 0.330
N -3.511 -1.061 1.872
H -4.325 -1.338 2.168
H -2.673 -0.985 2.430
N -0.566 -0.844 1.689
N 0.497 -0.722 2.233
C 0.806 -0.801 -1.661
N 0.719 0.621 -2.010
C 1.806 1.588 -1.617
C 1.370 2.244 -0.185
C -0.033 2.277 -0.262
C -0.383 2.489 1.241
C -1.799 2.246 1.572
C -2.703 2.207 0.591
C -2.394 1.624 -0.523
C -0.929 1.634 -0.887
C -0.456 1.261 -2.331
H -0.398 1.949 -3.123
H -1.140 0.465 -2.675
H -3.054 1.218 -1.402
H -3.825 1.962 0.868
H -2.089 2.910 2.604
H 0.288 2.779 1.817
H 2.009 1.819 0.748
H 1.681 3.296 -0.428
H 1.820 2.346 -2.372
H 2.843 0.875 -1.393
H -0.011 -1.335 -1.876
H 1.758 -1.249 -1.685
H 4.962 -0.673 -2.025
H 6.385 -1.028 -1.330
H 5.287 -2.264 -1.496
*
```

Results of the natural (NBO) charge analysis, in e, for atoms 1 through 5:
1. C -0.63
2. C -0.06
3. H 0.20
4. H 0.20
5. O -0.61



This record from the OMol25 dataset describes a 2-piece molecular cluster, C11H15N overall. The level of theory is ωB97M-V/def2-TZVPD.

The calculation puts the relative energy (zero: lowest compared OMol25 entry of this formula, charge and spin) at 13.6 kcal per mole. The frontier orbital gap (alpha / beta) comes out at 3.29 / 6.39 eV. Its total energy is -13138.97609 eV.

Structure (ORCA input):
```
! wB97M-V def2-TZVPD RIJCOSX def2/J DEFGRID3
* xyz -1 2
C -2.099 -2.261 0.571
C 0.015 -1.014 -0.369
C -1.371 -1.314 -0.295
C 0.221 -0.242 -1.553
C -2.011 -0.651 -1.384
C 1.111 -1.340 0.483
C 2.386 -0.917 0.051
C 2.584 -0.156 -1.098
C 1.466 0.278 -1.859
N -1.024 -0.026 -2.115
H 0.896 -2.131 1.180
H 3.190 -1.092 0.725
H 3.570 0.241 -1.250
H -2.990 -1.719 1.071
H -1.457 -2.740 1.312
H -3.066 -0.744 -1.580
H -1.107 0.489 -2.971
H 1.583 0.951 -2.701
H -2.725 -2.957 0.007
C 0.651 1.771 1.901
C -0.356 2.525 1.079
H 0.172 1.040 2.524
H 1.388 1.263 1.245
H 1.066 2.531 2.572
H -0.068 3.498 0.649
H -1.296 2.741 1.612
H -0.728 1.974 0.194
*
```

Results of the natural (NBO) charge analysis, in e, for atoms 1 through 5:
1. C -0.62
2. C -0.11
3. C -0.13
4. C 0.15
5. C -0.20



This record from the OMol25 dataset describes C31H36BrF6KN8O6S2Se as an isolated structure. The level of theory is ωB97M-V/def2-TZVPD.

The calculation puts the relative energy (zero: lowest compared OMol25 entry of this formula, charge and spin) at 42.5 kcal per mole. The frontier orbital gap comes out at 4.84 eV. Its total energy is -246628.99923 eV.

Structure (ORCA input):
```
! wB97M-V def2-TZVPD RIJCOSX def2/J DEFGRID3
* xyz -2 1
K -0.022 -0.414 0.290
O 3.569 2.317 -1.531
C 3.315 2.203 -2.836
C 4.123 2.864 -3.767
C 3.881 2.739 -5.126
C 2.836 1.946 -5.586
C 2.030 1.296 -4.658
C 2.239 1.419 -3.295
C 1.321 0.730 -2.281
O 1.947 0.483 -1.104
N 0.129 1.585 -2.113
N -1.116 1.134 -2.177
C -2.058 1.996 -2.017
C -3.463 1.642 -2.062
Br -3.878 -0.182 -1.744
C -4.476 2.497 -2.223
C -4.353 3.930 -2.521
C -5.246 4.828 -1.928
C -5.169 6.186 -2.184
C -4.200 6.681 -3.049
C -3.318 5.802 -3.658
C -3.397 4.440 -3.402
H 2.977 1.575 -1.110
H 4.944 3.462 -3.392
H 4.522 3.257 -5.831
H 2.652 1.836 -6.648
H 1.203 0.678 -4.998
H 0.922 -0.179 -2.773
H 0.281 2.536 -1.791
H -1.837 3.042 -1.806
H -5.483 2.129 -2.067
H -5.982 4.448 -1.229
H -5.854 6.865 -1.692
H -4.131 7.746 -3.238
H -2.558 6.172 -4.336
H -2.715 3.758 -3.895
C -2.454 -3.335 4.035
N -2.324 -4.000 2.755
C -3.377 -4.983 2.526
C -1.984 -3.168 1.664
N -2.016 -1.899 1.651
N -1.538 -3.948 0.601
C -1.119 -3.561 -0.677
N -0.164 -4.469 -1.171
N -1.614 -2.562 -1.273
H -2.484 -4.096 4.815
H -3.371 -2.733 4.113
H -1.593 -2.694 4.213
H -3.205 -5.867 3.144
H -3.394 -5.281 1.481
H -4.363 -4.572 2.779
H -2.424 -1.549 2.511
H -1.175 -4.840 0.895
H 0.600 -4.573 -0.510
H 0.246 -4.106 -2.023
H -1.159 -2.392 -2.166
F 3.427 -1.387 4.165
C 3.628 -1.834 2.915
F 2.779 -2.849 2.718
F 4.874 -2.308 2.852
S 3.337 -0.435 1.737
O 1.933 -0.209 1.938
O 4.254 0.547 2.225
N 3.820 -0.978 0.353
S 3.078 -1.805 -0.742
O 1.751 -2.239 -0.371
O 3.416 -1.517 -2.095
C 4.006 -3.410 -0.574
F 4.090 -3.877 0.674
F 5.250 -3.321 -1.059
F 3.359 -4.357 -1.300
C -3.089 4.876 6.955
C -2.897 4.542 5.495
C -1.682 4.758 4.859
C -1.485 4.464 3.511
C -0.142 4.716 2.892
C -2.544 3.932 2.743
Se -2.325 3.540 0.898
C -3.780 3.702 3.389
C -4.943 3.131 2.630
C -3.932 4.009 4.739
H -2.141 5.155 7.418
H -3.493 4.026 7.512
H -3.783 5.711 7.093
H -0.849 5.163 5.430
H 0.584 5.039 3.642
H -0.218 5.477 2.111
H 0.226 3.818 2.393
H -4.657 2.203 2.130
H -5.245 3.811 1.828
H -5.794 2.949 3.293
H -4.895 3.821 5.211
*
```

Results of the Löwdin charge analysis, in e, for atoms 1 through 5:
1. K 0.73
2. O 0.03
3. C -0.29
4. C -0.03
5. C -0.13



This record from the OMol25 dataset describes a 2-piece molecular cluster, C2H3N3O2 overall. The level of theory is ωB97M-V/def2-TZVPD.

The calculation puts the relative energy (zero: lowest compared OMol25 entry of this formula, charge and spin) at 72.8 kcal per mole. The frontier orbital gap (alpha / beta) comes out at 9.22 / 9.07 eV. Its total energy is -10680.16739 eV.

Structure (ORCA input):
```
! wB97M-V def2-TZVPD RIJCOSX def2/J DEFGRID3
* xyz 0 3
C -0.775 1.323 -0.023
C -0.100 0.101 0.118
N -1.317 2.311 0.050
N 1.104 -0.049 0.783
N -0.779 -1.191 -0.021
O -0.197 -2.205 0.328
O -1.982 -1.173 -0.225
H 0.627 1.058 -2.120
H 1.798 0.675 0.591
H 1.621 -0.850 0.517
*
```

Results of the natural (NBO) charge analysis, in e, for atoms 1 through 5:
1. C 0.18
2. C 0.19
3. N -0.20
4. N -0.71
5. N 0.48